No. 1
ORCA calculation (the ωB97M-V functional and the def2-TZVPD basis) on a structure of composition C45H68N4OPPtSi at a distorted geometry.

Values from the calculation:
orbital gap: 4.09 eV
highest occupied orbital energy: -9.033 eV

Geometry as ORCA input:
```
! RIJCOSX wB97M-V def2-TZVPD def2/J DEFGRID3
* xyz 1 1
Pt 0.36 0.81 0.05
C -0.44 3.12 -5.77
C -0.98 1.75 -5.35
C -0.23 1.20 -4.18
C 0.82 0.34 -4.19
C 1.50 -0.27 -5.37
C 0.93 -1.65 -5.70
C 1.18 0.11 -2.80
N 0.38 0.84 -1.98
C -0.48 1.54 -2.79
C -1.41 2.45 -2.36
C -1.66 2.79 -1.02
C -2.60 3.78 -0.62
C -3.38 4.66 -1.54
C -2.47 5.77 -2.10
C -2.58 3.79 0.76
C -1.62 2.80 1.16
C -1.37 2.45 2.48
C -0.44 1.51 2.90
N 0.42 0.85 2.08
C 1.26 0.13 2.89
C 2.33 -0.61 2.46
C 2.68 -0.84 1.12
N 1.98 -0.39 0.04
C 2.58 -0.95 -1.06
C 2.19 -0.73 -2.38
C 3.67 -1.79 -0.66
C 3.74 -1.70 0.71
C 4.74 -2.33 1.62
C 5.80 -1.32 2.09
C 4.54 -2.58 -1.58
C 5.70 -1.74 -2.12
C 0.86 0.29 4.28
C -0.19 1.15 4.28
C -0.97 1.68 5.45
C -0.38 3.00 5.95
C 1.53 -0.37 5.44
C 2.78 0.40 5.90
N -1.07 2.21 0.06
C -3.36 4.67 1.67
C -2.54 5.91 2.06
H -1.01 3.51 -6.61
H 0.60 3.04 -6.08
H -0.50 3.83 -4.95
H -0.89 1.06 -6.19
H -2.04 1.83 -5.10
H 2.57 -0.35 -5.18
H 1.37 0.39 -6.23
H 1.09 -2.34 -4.87
H 1.42 -2.06 -6.59
H -0.14 -1.59 -5.90
H -2.01 2.95 -3.11
H -4.21 5.12 -1.00
H -3.80 4.08 -2.36
H -2.07 6.38 -1.30
H -3.03 6.40 -2.78
H -1.63 5.34 -2.64
H -1.94 2.96 3.24
H 2.94 -1.10 3.20
H 2.75 -1.26 -3.15
H 5.24 -3.16 1.11
H 4.24 -2.74 2.50
H 6.37 -0.94 1.24
H 6.49 -1.80 2.78
H 5.33 -0.47 2.58
H 3.95 -2.96 -2.42
H 4.94 -3.44 -1.05
H 5.32 -0.87 -2.66
H 6.31 -2.33 -2.79
H 6.32 -1.38 -1.30
H -0.93 0.94 6.26
H -2.01 1.82 5.17
H 0.65 2.87 6.27
H -0.96 3.38 6.79
H -0.40 3.76 5.16
H 1.82 -1.39 5.16
H 0.83 -0.44 6.27
H 3.49 0.50 5.08
H 3.26 -0.13 6.72
H 2.51 1.40 6.24
H -3.64 4.13 2.58
H -4.28 4.99 1.18
H -1.62 5.62 2.56
H -3.11 6.54 2.74
H -2.29 6.49 1.18
C -3.44 -0.22 -2.06
Si -3.10 -0.75 -0.26
C -4.13 -2.35 -0.05
C -3.92 0.44 0.96
O -1.53 -1.13 0.04
H -4.40 -0.62 -2.39
H -2.67 -0.58 -2.74
H -3.49 0.86 -2.17
H -5.19 -2.12 -0.07
H -3.90 -2.83 0.90
H -3.91 -3.05 -0.86
H -5.00 0.32 0.92
H -3.72 1.48 0.72
H -3.59 0.26 1.98
C -2.10 -5.27 1.70
C -1.72 -4.92 0.27
P -1.14 -3.14 0.13
C 0.27 -3.07 1.28
C 1.37 -4.10 1.02
C -0.49 -2.97 -1.58
C -0.02 -4.22 -2.30
H -2.55 -6.26 1.75
H -2.82 -4.55 2.10
H -1.23 -5.27 2.36
H -2.59 -5.02 -0.38
H -0.92 -5.57 -0.09
H -0.13 -3.18 2.29
H 0.67 -2.06 1.20
H 1.00 -5.12 1.07
H 2.15 -3.99 1.78
H 1.83 -3.94 0.05
H 0.32 -2.23 -1.51
H -1.29 -2.50 -2.15
H 0.82 -4.70 -1.79
H 0.32 -3.95 -3.30
H -0.82 -4.95 -2.41
*
```

These are the Löwdin partial charges, in e, on atoms 1 to 99:
1. Pt 1.28
2. C -0.07
3. C -0.19
4. C -0.13
5. C -0.13
6. C -0.18
7. C -0.08
8. C -0.23
9. N -0.04
10. C -0.23
11. C 0.04
12. C -0.24
13. C -0.13
14. C -0.18
15. C -0.07
16. C -0.15
17. C -0.25
18. C 0.06
19. C -0.22
20. N -0.04
21. C -0.22
22. C 0.05
23. C -0.26
24. N -0.06
25. C -0.24
26. C 0.04
27. C -0.14
28. C -0.15
29. C -0.19
30. C -0.07
31. C -0.19
32. C -0.07
33. C -0.13
34. C -0.13
35. C -0.18
36. C -0.07
37. C -0.18
38. C -0.07
39. N -0.06
40. C -0.18
41. C -0.07
42. H 0.08
43. H 0.08
44. H 0.07
45. H 0.11
46. H 0.11
47. H 0.11
48. H 0.11
49. H 0.05
50. H 0.08
51. H 0.08
52. H 0.11
53. H 0.11
54. H 0.11
55. H 0.07
56. H 0.08
57. H 0.07
58. H 0.11
59. H 0.11
60. H 0.11
61. H 0.11
62. H 0.10
63. H 0.07
64. H 0.08
65. H 0.07
66. H 0.11
67. H 0.11
68. H 0.08
69. H 0.08
70. H 0.07
71. H 0.11
72. H 0.11
73. H 0.07
74. H 0.08
75. H 0.07
76. H 0.11
77. H 0.11
78. H 0.07
79. H 0.08
80. H 0.07
81. H 0.11
82. H 0.11
83. H 0.07
84. H 0.08
85. H 0.07
86. C -0.13
87. Si 0.36
88. C -0.18
89. C -0.13
90. O -0.38
91. H 0.04
92. H 0.02
93. H 0.02
94. H 0.04
95. H 0.01
96. H 0.02
97. H 0.04
98. H 0.01
99. H 0.04


No. 2
ORCA calculation (the ωB97M-V functional and the def2-TZVPD basis) on a structure of composition C4H6HoO3 at a distorted geometry.

Values from the calculation:
orbital gap (spin up / spin down): 7.66 / 5.44 eV
highest occupied orbital energy (spin up / spin down): -23.351 / -22.241 eV
expectation value of S²: 6.040

Geometry as ORCA input:
```
! RIJCOSX wB97M-V def2-TZVPD def2/J DEFGRID3
* xyz 3 5
H 2.57 -2.56 0.56
O 0.13 -1.26 0.47
C -0.85 -0.43 0.03
O -0.67 0.77 -0.13
Ho 1.37 1.83 -0.06
O -1.93 -1.08 -0.16
C -3.20 -0.41 0.00
H -3.18 0.20 0.92
H -3.38 0.22 -0.88
H -3.94 -1.21 0.08
C 1.39 -0.95 0.15
C 2.21 -1.98 -0.30
H 1.86 -2.60 -1.13
H 2.85 -0.87 0.23
*
```

Charges in e, computed with Löwdin, in the same order as the atoms:
1. H 0.18
2. O 0.19
3. C -0.53
4. O -0.03
5. Ho 2.09
6. O 0.14
7. C 0.09
8. H 0.13
9. H 0.13
10. H 0.14
11. C -0.12
12. C 0.16
13. H 0.19
14. H 0.24


No. 3
ORCA calculation (the ωB97M-V functional and the def2-TZVPD basis) on a structure of composition C24H64AgN5O8 at a distorted geometry.

Values from the calculation:
orbital gap (spin up / spin down): 4.31 / 4.31 eV
highest occupied orbital energy (spin up / spin down): -10.526 / -10.526 eV
energy above the lowest of the compared OMol25 structures with the same formula, charge and spin: 155.4 kcal per mole
expectation value of S²: 0.757

Geometry as ORCA input:
```
! RIJCOSX wB97M-V def2-TZVPD def2/J DEFGRID3
* xyz 1 2
Ag 3.29 -2.81 -0.78
C -0.62 2.63 -0.01
C 0.17 1.36 -0.23
O 1.19 1.49 -0.93
O -0.13 0.24 0.19
H -0.17 3.51 -0.47
H -0.73 2.70 1.07
H -1.64 2.65 -0.41
C 2.82 -3.01 -6.97
C 1.65 -2.42 -6.17
C 0.31 -2.25 -7.03
O -0.77 -1.97 -6.13
C -1.39 -0.65 -6.12
N 1.27 -3.26 -5.01
H 2.66 -4.04 -7.28
H 3.77 -2.94 -6.43
H 3.07 -2.39 -7.83
H 1.78 -1.37 -5.89
H 0.13 -3.27 -7.37
H 0.43 -1.69 -7.96
H -0.80 0.07 -5.55
H -2.40 -0.59 -5.72
H -1.46 -0.21 -7.12
H 0.29 -3.20 -4.77
H 1.19 -4.21 -5.32
C 4.88 6.89 -4.14
C 5.33 7.78 -2.98
C 4.97 9.27 -3.07
O 5.83 9.91 -4.04
C 5.89 11.34 -3.68
N 4.83 7.09 -1.78
H 5.44 7.18 -5.03
H 3.83 7.09 -4.39
H 4.95 5.81 -4.02
H 6.41 7.83 -2.87
H 5.02 9.80 -2.11
H 3.95 9.47 -3.42
H 6.16 11.57 -2.65
H 4.93 11.82 -3.86
H 6.56 11.73 -4.45
H 4.81 6.08 -1.86
H 3.83 7.22 -1.83
C 3.17 -5.81 5.00
C 3.20 -4.67 3.92
C 4.26 -3.56 4.19
O 4.18 -2.47 3.28
C 5.12 -1.37 3.46
N 3.36 -5.23 2.63
H 4.10 -6.36 5.18
H 2.37 -6.55 4.89
H 3.03 -5.34 5.97
H 2.22 -4.20 4.03
H 5.28 -3.91 4.09
H 4.21 -3.23 5.22
H 6.15 -1.57 3.74
H 4.71 -0.72 4.23
H 5.03 -0.94 2.46
H 2.57 -5.75 2.27
H 4.14 -5.85 2.77
C -4.52 -7.39 1.51
C -2.88 -7.56 1.43
C -2.46 -9.05 1.40
O -2.97 -9.80 2.53
C -2.17 -11.03 2.83
N -2.36 -6.85 0.26
H -4.76 -6.37 1.22
H -4.88 -7.62 2.51
H -4.94 -8.13 0.84
H -2.58 -7.04 2.34
H -1.39 -9.14 1.23
H -2.79 -9.57 0.49
H -2.38 -11.49 3.80
H -1.12 -10.74 2.80
H -2.47 -11.89 2.23
H -2.97 -7.08 -0.51
H -2.51 -5.87 0.46
C -8.49 -0.26 0.21
C -8.22 0.09 1.71
C -8.45 1.58 2.03
O -7.39 2.33 1.44
C -7.54 3.77 1.51
N -9.11 -0.72 2.49
H -9.45 0.11 -0.13
H -8.72 -1.32 0.26
H -7.74 0.09 -0.50
H -7.23 -0.27 1.97
H -8.54 1.89 3.08
H -9.39 1.87 1.56
H -7.90 4.16 2.46
H -8.30 4.06 0.78
H -6.61 4.26 1.22
H -10.06 -0.50 2.22
H -8.97 -0.54 3.47
C 1.90 7.32 5.42
C 3.17 8.26 5.32
O 2.97 8.96 4.16
H 2.13 6.57 4.66
H 1.02 7.88 5.12
H 1.76 7.00 6.46
H 4.18 7.85 5.27
H 3.15 8.97 6.15
H 3.39 8.52 3.42
*
```

These are the Löwdin partial charges, in e, on atoms 1 to 99:
1. Ag 0.94
2. C 0.03
3. C -0.68
4. O 0.24
5. O 0.13
6. H 0.09
7. H 0.10
8. H 0.10
9. C -0.06
10. C -0.41
11. C -0.18
12. O -0.22
13. C -0.07
14. N 0.02
15. H 0.08
16. H 0.07
17. H 0.08
18. H 0.12
19. H 0.11
20. H 0.12
21. H 0.08
22. H 0.08
23. H 0.08
24. H 0.05
25. H 0.06
26. C -0.07
27. C -0.41
28. C -0.20
29. O -0.19
30. C -0.09
31. N 0.01
32. H 0.07
33. H 0.08
34. H 0.07
35. H 0.13
36. H 0.11
37. H 0.12
38. H 0.08
39. H 0.08
40. H 0.09
41. H 0.05
42. H 0.06
43. C -0.06
44. C -0.43
45. C -0.20
46. O -0.23
47. C -0.07
48. N 0.03
49. H 0.08
50. H 0.08
51. H 0.07
52. H 0.14
53. H 0.12
54. H 0.12
55. H 0.09
56. H 0.09
57. H 0.08
58. H 0.08
59. H 0.08
60. C -0.04
61. C -0.39
62. C -0.21
63. O -0.20
64. C -0.06
65. N 0.01
66. H 0.06
67. H 0.06
68. H 0.07
69. H 0.12
70. H 0.10
71. H 0.12
72. H 0.08
73. H 0.08
74. H 0.08
75. H 0.06
76. H 0.06
77. C -0.05
78. C -0.44
79. C -0.20
80. O -0.21
81. C -0.10
82. N 0.02
83. H 0.07
84. H 0.07
85. H 0.07
86. H 0.14
87. H 0.12
88. H 0.12
89. H 0.08
90. H 0.08
91. H 0.08
92. H 0.08
93. H 0.07
94. C -0.07
95. C -0.34
96. O -0.09
97. H 0.06
98. H 0.07
99. H 0.06